Entry 1:
18
Properties=species:S:1:pos:R:3:forces:R:3 method="wB97M-V/def2-TZVPD" e_above_lowest_ev=1.023 total_charge=-1 lumo_energy_ev=3.59 homo_energy_ha=-0.16007
C -0.021 0.815 -1.813 0.067 0.170 -0.176
C 0.399 -0.574 -1.432 -0.073 -0.209 -0.114
C -0.438 0.238 -0.494 0.072 -0.045 0.239
C -0.203 -1.762 -2.142 0.212 0.168 0.114
C -1.249 0.066 3.087 0.203 0.508 -0.088
N -1.916 -0.883 3.148 -0.894 -1.383 0.103
O 2.026 1.423 2.863 -0.039 -0.085 -0.069
O -0.575 1.082 3.008 0.467 0.811 -0.071
H 0.722 1.598 -1.824 0.069 0.045 0.068
H -0.773 0.922 -2.584 -0.071 -0.070 -0.060
H 1.439 -0.713 -1.163 0.012 0.127 0.081
H -1.470 -0.046 -0.358 -0.111 -0.091 -0.056
H -0.149 -2.645 -1.507 -0.064 -0.116 0.012
H 0.329 -1.973 -3.071 -0.027 -0.042 -0.070
H -1.248 -1.573 -2.376 -0.161 -0.012 -0.050
H 0.015 0.617 0.408 0.066 0.081 0.072
H 1.061 1.171 2.875 0.324 0.174 0.071
H 2.050 2.236 3.374 -0.052 -0.033 -0.008


Entry 2:
16
Properties=species:S:1:pos:R:3:forces:R:3 method="wB97M-V/def2-TZVPD" e_above_lowest_ev=2.181 total_charge=-1 lumo_energy_ev=4.45 homo_energy_ha=-0.07935
C 0.764 -1.515 -0.815 0.703 1.671 -0.003
N -0.546 -0.981 -0.458 -0.888 -3.993 -0.968
C -0.860 0.301 -0.885 0.344 0.886 1.066
C -0.149 1.296 0.097 2.212 -2.159 -3.576
C -0.022 0.708 1.474 1.853 1.212 2.252
O -0.427 -0.498 1.880 -1.361 -1.891 0.402
H 1.386 -0.894 -1.575 -1.013 -0.216 1.180
H 0.903 -2.510 -1.279 -0.870 -0.100 0.473
H 1.260 -1.464 0.168 0.902 -0.491 -0.369
H -0.694 -1.027 0.656 0.625 0.040 -0.960
H -1.952 0.541 -0.840 0.502 -0.430 -0.437
H -0.430 0.312 -1.866 -0.333 1.152 -1.191
H 0.928 1.383 -0.347 -1.738 0.368 0.666
H -0.692 2.182 -0.040 -0.354 1.829 0.539
H 1.076 0.745 1.758 -0.316 0.769 -0.243
H -0.543 1.421 2.073 -0.267 1.354 1.169


Entry 3:
16
Properties=species:S:1:pos:R:3:forces:R:3 method="wB97M-V/def2-TZVPD" e_above_lowest_ev=2.684 total_charge=+1 lumo_energy_ev="-4.89 / -4.89" homo_energy_ha="-0.45043 / -0.45040"
C 0.703 -1.713 -0.193 3.889 -0.311 -0.190
C 1.143 0.764 0.206 0.147 1.536 1.583
C 0.342 -0.309 -0.450 -2.407 0.327 -0.604
N 0.142 1.924 0.561 1.647 -1.113 -1.214
S -3.371 -0.425 -0.628 0.058 -1.041 -1.295
S -1.914 -0.179 0.662 2.675 -0.198 0.623
H 1.902 -1.929 -0.345 -2.547 0.904 -0.032
H 0.644 -2.037 0.846 -0.705 0.020 -0.059
H 0.252 -2.331 -0.928 -0.645 -0.892 -0.102
H 1.565 0.435 1.205 -0.389 0.220 -1.310
H 1.959 1.307 -0.372 -0.911 -1.210 0.417
H -0.098 -0.070 -1.467 0.822 -0.275 1.214
H -0.775 1.485 0.516 -1.140 -0.428 0.078
H 0.174 2.579 -0.222 0.129 0.743 0.911
H 0.280 2.201 1.521 0.241 1.132 -0.015
H -2.948 -1.705 -0.911 -0.865 0.585 -0.006


Entry 4:
14
Properties=species:S:1:pos:R:3:forces:R:3 method="wB97M-V/def2-TZVPD" e_above_lowest_ev=2.591 total_charge=+1 lumo_energy_ev="-6.31 / -6.31" homo_energy_ha="-0.49492 / -0.49490"
C -1.451 0.061 -0.050 -0.358 -2.349 -2.902
N -2.517 -0.561 0.542 1.971 2.207 1.224
N -1.054 -0.185 -1.213 0.847 0.676 -0.648
N 3.181 -0.507 0.021 -0.485 1.626 0.100
N -0.581 0.966 0.622 -2.232 -0.624 1.405
P 0.646 1.787 0.014 1.081 0.156 -0.344
H -3.121 -1.176 0.081 -0.554 -0.757 -0.972
H -2.704 -0.372 1.486 -0.578 0.079 1.226
H -1.568 -0.833 -1.755 -0.748 -0.730 -0.458
H 2.647 -1.097 0.593 -0.362 -0.873 0.496
H 3.821 0.133 0.430 0.381 0.029 0.255
H 3.163 -0.570 -0.959 0.032 -0.421 -0.874
H -0.974 1.016 1.559 1.163 0.952 0.528
H 0.514 1.337 -1.370 -0.157 0.028 0.962


Entry 5:
70
Properties=species:S:1:pos:R:3:forces:R:3 method="wB97M-V/def2-TZVPD" total_charge=-1 lumo_energy_ev=2.26 homo_energy_ha=-0.18301
Ca -1.284 -0.222 -1.604 -0.465 -0.132 0.824
C 4.335 1.022 4.330 -0.008 -0.016 -0.011
C 3.387 -0.186 4.304 0.005 0.016 0.001
C 2.488 -0.118 5.540 0.017 0.007 -0.029
C 4.214 -1.476 4.392 -0.023 -0.006 0.016
C 2.579 -0.169 3.008 -0.022 0.026 -0.003
C 1.206 0.018 2.976 0.031 -0.029 -0.021
C 0.548 0.033 1.760 -0.125 0.007 0.048
Br -1.349 0.278 1.745 0.116 -0.015 -0.010
C 1.172 -0.135 0.512 -0.013 0.031 0.019
O 0.474 -0.144 -0.583 1.822 0.094 1.084
C 2.589 -0.288 0.549 0.046 -0.036 -0.011
C 3.229 -0.310 1.778 0.012 0.050 0.019
C 3.368 -0.448 -0.760 -0.014 0.001 -0.014
C 3.115 0.756 -1.681 -0.018 -0.009 0.020
C 4.879 -0.533 -0.530 -0.025 -0.018 -0.013
C 2.924 -1.739 -1.464 -0.027 0.018 -0.013
H 4.911 1.045 5.259 0.008 -0.009 0.001
H 3.766 1.951 4.251 0.009 0.009 0.009
H 5.035 0.988 3.494 0.000 0.009 0.004
H 3.102 -0.175 6.442 -0.004 0.001 0.007
H 1.778 -0.946 5.558 0.001 -0.002 0.018
H 1.927 0.817 5.577 -0.010 0.002 -0.004
H 4.789 -1.497 5.322 0.007 -0.002 0.002
H 4.915 -1.563 3.562 -0.002 0.001 -0.009
H 3.559 -2.349 4.370 0.008 -0.008 0.003
H 0.626 0.146 3.878 0.002 -0.001 0.010
H 4.303 -0.439 1.791 0.000 0.002 -0.001
H 3.484 1.674 -1.216 -0.003 0.004 0.002
H 2.056 0.872 -1.895 -0.005 0.000 0.001
H 3.644 0.615 -2.627 0.018 0.013 0.002
H 5.256 0.348 -0.005 0.020 0.002 -0.017
H 5.381 -0.587 -1.498 0.002 -0.012 -0.002
H 5.157 -1.424 0.038 0.000 0.010 0.020
H 1.848 -1.733 -1.628 0.025 -0.011 -0.003
H 3.180 -2.611 -0.858 -0.001 -0.002 0.006
H 3.420 -1.833 -2.433 0.021 -0.007 0.005
C -4.263 -3.894 -1.286 -0.010 0.011 -0.003
C -5.480 -3.226 -1.206 0.013 -0.023 0.005
C -5.491 -1.844 -1.218 -0.030 0.042 -0.018
C -4.291 -1.121 -1.306 -0.017 -0.065 0.030
C -3.031 -1.761 -1.385 -0.894 -0.699 0.130
C -3.086 -3.164 -1.374 -0.031 0.022 -0.009
C -4.342 0.371 -1.288 0.021 0.079 0.078
C -5.581 1.083 -1.242 -0.037 -0.035 -0.048
C -5.599 2.436 -1.180 -0.035 0.011 -0.006
C -4.385 3.163 -1.159 0.033 0.003 0.007
C -4.317 4.570 -1.080 0.005 0.011 -0.009
C -3.107 5.204 -1.066 0.010 0.010 0.010
C -1.916 4.450 -1.134 0.000 0.020 -0.002
C -1.957 3.087 -1.211 -0.027 -0.091 -0.006
C -3.199 2.406 -1.223 -0.041 0.027 -0.026
N -3.203 1.044 -1.290 -0.832 0.430 0.187
H -4.243 -4.979 -1.277 0.011 0.000 -0.005
H -6.410 -3.777 -1.135 -0.004 0.004 -0.001
H -6.452 -1.349 -1.153 0.008 -0.023 0.006
H -2.155 -3.726 -1.440 -0.005 -0.012 0.009
H -6.513 0.541 -1.267 0.008 0.018 0.009
H -6.540 2.975 -1.148 0.003 0.003 0.005
H -5.239 5.138 -1.033 -0.008 -0.013 0.004
H -3.056 6.283 -1.004 -0.001 0.000 -0.006
H -0.961 4.959 -1.124 0.009 -0.011 -0.002
H -1.039 2.513 -1.261 0.024 0.042 0.016
C -0.397 -2.180 -4.139 0.005 0.055 0.003
C -0.831 -0.768 -4.551 -0.009 0.073 -0.180
O -1.030 -0.550 -5.740 0.018 0.053 -0.033
O -0.980 0.072 -3.587 0.397 0.132 -2.123
H 0.280 -2.587 -4.888 -0.004 -0.030 0.005
H -1.285 -2.813 -4.096 -0.002 -0.006 0.015
H 0.090 -2.198 -3.162 0.018 -0.025 -0.006


Entry 6:
46
Properties=species:S:1:pos:R:3:forces:R:3 method="wB97M-V/def2-TZVPD" e_above_lowest_ev=0.288 multiplicity=2 total_charge=-1 lumo_energy_ev="2.26 / 2.26" homo_energy_ha="-0.11681 / -0.23820"
Hg -0.188 0.291 -0.462 -0.053 0.055 -0.397
O -3.426 2.836 -2.546 0.060 0.006 -0.018
C -2.592 1.981 -1.871 -0.166 -0.095 0.139
O -1.377 2.114 -1.984 0.084 0.033 -0.047
C -3.268 0.999 -1.074 0.236 0.116 -0.137
C -4.671 0.949 -0.983 -0.215 -0.105 0.047
C -5.285 0.022 -0.190 0.166 0.100 -0.110
C -4.458 -0.867 0.558 -0.200 -0.111 0.116
C -3.095 -0.766 0.444 0.135 0.194 -0.118
N -2.475 0.106 -0.371 -0.109 -0.053 0.370
C -2.179 -1.667 1.224 0.021 -0.265 -0.122
O -2.719 -2.340 2.261 0.009 0.092 0.023
O -1.021 -1.846 0.951 -0.061 0.061 0.045
H -2.822 3.440 -2.999 -0.032 -0.018 0.009
H -5.249 1.657 -1.558 0.006 0.021 0.000
H -6.362 -0.035 -0.122 -0.006 -0.003 0.004
H -4.926 -1.631 1.165 0.039 -0.018 0.000
H -3.603 -1.996 2.438 0.008 0.035 -0.014
C 3.179 -1.706 0.703 -0.020 0.002 0.013
C 2.594 -0.659 1.583 -0.026 0.005 0.041
N 1.508 0.032 1.326 0.070 -0.056 0.083
C 1.330 0.912 2.354 -0.048 -0.092 -0.050
C 2.331 0.740 3.272 0.059 0.044 0.018
N 3.122 -0.260 2.761 0.042 -0.007 -0.016
C 2.706 1.353 4.568 0.007 -0.081 -0.041
O 1.907 2.276 5.034 0.029 0.010 0.054
O 3.715 0.975 5.133 -0.005 0.011 0.022
C 0.173 1.867 2.337 0.022 0.070 0.043
O 0.058 2.625 3.331 0.019 -0.024 0.087
O -0.575 1.836 1.335 0.031 -0.071 -0.045
H 2.453 -1.961 -0.066 -0.003 -0.002 0.006
H 3.425 -2.606 1.269 0.006 -0.005 -0.005
H 4.086 -1.343 0.215 0.003 0.006 -0.001
H 3.953 -0.588 3.227 -0.013 0.003 0.003
H 1.124 2.437 4.380 -0.114 0.083 -0.123
Cl 2.807 1.592 -1.376 -0.011 -0.015 -0.084
C 2.279 0.286 -2.400 0.103 0.063 0.082
C 1.063 -0.320 -2.130 -0.061 -0.016 0.164
C 0.693 -1.367 -2.964 -0.047 -0.024 -0.063
Cl -0.819 -2.179 -2.678 0.045 0.040 0.004
C 1.484 -1.794 -4.029 -0.006 -0.020 -0.010
Cl 0.981 -3.093 -5.050 0.005 0.020 0.021
C 2.701 -1.163 -4.268 0.003 -0.010 -0.002
Cl 3.704 -1.678 -5.574 -0.008 0.006 0.011
C 3.108 -0.116 -3.446 0.020 0.017 -0.007
Cl 4.627 0.656 -3.729 -0.024 -0.003 0.004


Entry 7:
23
Properties=species:S:1:pos:R:3:forces:R:3 method="wB97M-V/def2-TZVPD" e_above_lowest_ev=5.484 total_charge=+1 lumo_energy_ev=-3.52 homo_energy_ha=-0.46427
C -1.509 0.124 0.815 -3.032 -1.271 -0.544
C -1.253 -0.898 1.614 0.666 2.177 0.123
C -2.442 -0.082 -1.531 -0.474 5.524 1.091
C 2.970 0.538 -1.332 0.111 1.767 -1.781
C -2.758 0.156 0.002 -0.585 -1.533 -2.519
N 2.138 -1.021 0.613 0.392 -1.227 0.240
N -0.621 1.141 0.668 2.859 0.787 0.711
N -0.739 -1.648 2.342 0.133 -3.814 3.262
O 0.500 1.070 1.238 -0.243 -0.525 0.366
O -0.859 2.061 -0.054 -0.928 1.012 -0.831
S 3.526 -0.326 0.090 -0.789 -0.742 0.261
H -2.206 -0.926 -2.021 0.479 -3.740 -0.709
H -1.604 0.605 -1.767 -0.148 -0.361 0.167
H -3.224 0.440 -2.110 -0.077 -0.585 0.214
H 2.432 -0.123 -1.999 0.123 -0.763 0.187
H 3.783 0.992 -1.986 -0.632 -0.533 1.308
H 2.224 1.296 -1.077 0.315 0.105 0.292
H -3.214 1.130 -0.008 -0.001 0.498 0.479
H -3.569 -0.555 0.277 0.883 0.342 0.464
H 1.374 -0.597 1.131 0.188 1.279 -0.207
H 2.186 -2.008 0.848 0.634 0.194 -0.225
H -0.923 -2.077 3.319 0.418 1.468 -2.257
H 3.789 0.709 0.928 -0.290 -0.058 -0.092